The following is a quantum chemistry calculation of a molecular structure, C6H5AsCuF14O4Pt2 at a distorted geometry, from the OMol25 dataset.

Calculated values
Spin multiplicity: 5
Charge: +3
Maximum force in Eh/bohr: 0.1081
<S²>: 6.01

Positions of all 33 atoms, in Å:
Pt1 3.8205 2.3729 2.9366
Pt2 -0.2764 2.3662 3.6268
Cu1 3.8529 -1.1519 0.6920
As1 4.3378 1.9909 -1.0059
F1 2.6549 1.4569 -0.6588
F2 3.8701 3.6884 -0.9771
F3 6.1207 2.3474 -1.2112
F4 4.7598 0.2189 -0.8293
F5 3.9847 1.9680 -2.7871
F6 4.5349 2.2572 0.8059
O1 1.5622 -1.2752 1.7141
C1 1.6768 -0.1097 2.3630
O2 0.7029 0.5346 2.7375
O3 2.8707 0.4091 2.3381
H1 0.6258 -1.4619 1.8140
C2 -2.6746 -0.0383 0.0585
C3 -3.1093 1.1322 -0.8379
C4 -2.4027 1.0637 -2.2545
F7 -2.9437 1.7783 -3.2856
F8 -1.1414 1.2430 -2.0549
F9 -4.4063 1.0818 -1.1189
F10 -2.8151 2.2903 -0.3282
O4 -2.5331 -1.2860 -0.6044
C5 -2.2777 -2.3732 0.2681
C6 -2.2253 -3.7394 -0.4637
F11 -1.0153 -3.9234 -1.1249
F12 -2.3699 -4.7089 0.3787
F13 -1.2497 -2.1311 1.0668
F14 -3.3231 -2.2888 1.1817
H2 -3.3781 -0.0410 0.8910
H3 -1.6878 0.1415 0.4851
H4 -2.5029 0.0493 -2.6408
H5 -3.0422 -3.8620 -1.1748

---

The following is a quantum chemistry calculation of a molecular structure, C6H5BeNO5 at a distorted geometry, from the OMol25 dataset.

Calculated values
Spin multiplicity: 1
Charge: +2
Maximum force in Eh/bohr: 0.1286

Positions of all 18 atoms, in Å:
O1 0.0448 -3.3614 0.1061
C1 0.1190 -2.3552 -0.4306
Be1 -0.1677 0.2552 0.0677
O2 -2.5669 -0.1070 -1.5966
C2 -1.5907 -0.0257 -0.9941
C3 1.3842 0.0274 -0.6999
O3 2.3953 0.0688 -1.2478
C4 -0.0671 2.0431 0.1087
O4 0.0876 3.1805 0.0046
C5 -1.5197 -0.8498 3.5884
C6 -1.4001 -0.1047 2.3199
N1 -2.2704 0.8539 2.0215
O5 -0.4337 -0.3921 1.4998
H1 -2.3454 -0.4432 4.1840
H2 -0.5849 -0.7522 4.1547
H3 -1.7308 -1.9108 3.4012
H4 -2.1838 1.4339 1.1853
H5 -3.0179 1.0540 2.6753

---

no.,E_tot (hartree)
1,-6044.09769
2,-676.76154